{
  "formula": "C5H10N2O",
  "method": "ωB97M-V with the def2-TZVPD basis set",
  "symbols": ["C", "C", "C", "C", "N", "N", "C", "O", "H", "H", "H", "H", "H", "H", "H", "H", "H", "H"],
  "coordinates": [[0.52, -1.80, -0.32], [0.52, -0.24, -0.20], [-0.63, 0.49, 0.41], [-1.44, 1.63, -0.44], [-0.19, 1.27, 1.60], [1.00, 1.11, 1.89], [1.75, 0.34, 1.00], [2.80, 1.11, 0.39], [0.16, -2.10, 0.64], [1.57, -1.95, -0.67], [-0.11, -2.31, -1.04], [0.99, 0.08, -1.06], [-1.39, -0.23, 0.84], [-2.47, 1.65, -0.06], [-1.57, 1.25, -1.48], [-0.87, 2.53, -0.49], [2.25, -0.40, 1.51], [2.59, 1.98, 0.06]],
  "lowdin_charge": [-0.064, -0.201, -0.336, -0.036, 0.053, 0.037, -0.288, -0.017, 0.060, 0.094, 0.066, 0.085, 0.153, 0.068, 0.074, 0.054, 0.113, 0.085],
  "homo_energy_ev": -9.2029,
  "e_lumo_ev": 0.80,
  "homo_lumo_gap_ev": 10.0072,
  "relative_energy_kcal_mol": 76.8,
  "smiles": "C[C@H]1[C@H](C)N=N[C@@H]1O",
  "total_energy_ha": -381.163069
}



{
  "formula": "C14H14BiN2O3S",
  "method": "ωB97M-V with the def2-TZVPD basis set",
  "symbols": ["C", "C", "C", "C", "C", "Bi", "N", "C", "C", "H", "H", "H", "H", "H", "H", "H", "H", "H", "H", "O", "S", "O", "N", "C", "O", "C", "C", "C", "C", "C", "C", "H", "H", "H", "H"],
  "coordinates": [[2.28, -2.35, -2.78], [1.12, -2.03, -3.55], [-0.04, -2.38, -2.76], [0.43, -2.94, -1.51], [1.87, -2.92, -1.54], [0.62, -0.14, -1.39], [2.78, 0.31, -0.86], [2.94, 1.56, -1.64], [1.76, 1.50, -2.60], [-1.08, -2.40, -3.12], [1.10, -1.69, -4.59], [-0.19, -3.41, -0.74], [2.53, -3.34, -0.77], [3.32, -2.28, -3.14], [2.04, 1.03, -3.55], [2.93, 2.52, -1.03], [3.30, 0.33, 0.03], [1.10, 2.37, -2.55], [3.95, 1.58, -2.13], [-4.24, -0.32, 0.51], [-3.32, 0.79, 0.54], [-3.65, 2.03, -0.08], [-1.75, 0.24, 0.01], [-0.87, 0.12, 0.99], [0.32, -0.35, 0.84], [-1.36, 0.65, 2.24], [-0.55, 0.77, 3.36], [-1.20, 1.23, 4.50], [-2.57, 1.58, 4.49], [-3.34, 1.48, 3.31], [-2.69, 1.03, 2.18], [0.50, 0.46, 3.23], [-0.59, 1.30, 5.40], [-3.03, 1.93, 5.42], [-4.40, 1.74, 3.28]],
  "lowdin_charge": [-0.224, -0.257, -0.330, -0.286, -0.219, 1.885, -0.255, -0.500, -0.397, 0.079, 0.078, 0.084, 0.083, 0.082, 0.014, 0.080, 0.008, -0.001, 0.072, -0.309, 0.674, -0.300, -0.110, -0.590, -0.241, -0.171, 0.005, -0.071, -0.070, -0.037, -0.220, 0.132, 0.097, 0.099, 0.116],
  "charge": -1,
  "homo_energy_ev": -3.2104,
  "e_lumo_ev": 2.52,
  "homo_lumo_gap_ev": 5.7304,
  "relative_energy_kcal_mol": 17.5,
  "total_energy_ha": -1489.830406
}



{
  "formula": "C20H48FN2O15",
  "method": "ωB97M-V with the def2-TZVPD basis set",
  "symbols": ["C", "C", "O", "C", "C", "C", "C", "C", "C", "C", "C", "C", "C", "N", "F", "C", "C", "C", "C", "C", "C", "N", "C", "C", "H", "H", "H", "H", "H", "H", "H", "H", "H", "H", "H", "H", "H", "H", "H", "H", "H", "H", "H", "H", "O", "H", "H", "O", "H", "H", "O", "H", "H", "O", "H", "H", "O", "H", "H", "O", "H", "H", "O", "H", "H", "O", "H", "H", "O", "H", "H", "O", "H", "H", "O", "H", "H", "O", "H", "H", "O", "H", "H", "O", "H", "H"],
  "coordinates": [[2.31, -0.64, 4.26], [0.89, -0.44, 4.74], [0.23, 0.73, 4.12], [0.53, 0.97, 2.84], [0.04, 0.13, 1.82], [-0.81, -1.09, 2.09], [-1.68, -1.44, 0.91], [-1.38, -2.55, 0.13], [-2.16, -2.84, -0.98], [-3.23, -2.04, -1.31], [-3.53, -0.94, -0.52], [-2.76, -0.64, 0.59], [0.36, 0.46, 0.54], [1.10, 1.55, 0.31], [1.37, 1.81, -0.99], [1.59, 2.39, 1.22], [2.43, 3.54, 0.78], [3.80, 3.33, 0.70], [4.62, 4.38, 0.32], [4.00, 5.59, 0.04], [2.61, 5.71, 0.17], [1.81, 4.70, 0.54], [1.30, 2.11, 2.55], [1.79, 3.01, 3.64], [2.85, 0.30, 4.19], [2.36, -1.20, 3.33], [2.83, -1.24, 5.01], [0.27, -1.31, 4.54], [0.88, -0.25, 5.80], [-1.44, -0.88, 2.95], [-0.14, -1.92, 2.31], [-0.54, -3.18, 0.38], [-1.93, -3.70, -1.59], [-3.84, -2.25, -2.17], [-4.37, -0.30, -0.76], [-3.00, 0.21, 1.21], [0.05, -0.11, -0.33], [4.20, 2.36, 0.95], [5.69, 4.26, 0.26], [4.56, 6.45, -0.28], [2.14, 6.66, -0.03], [2.73, 3.47, 3.35], [1.99, 2.42, 4.53], [1.07, 3.78, 3.88], [2.45, -2.24, -1.07], [2.03, -1.67, -0.43], [2.89, -1.65, -1.70], [-5.03, -3.37, -3.58], [-5.35, -3.19, -4.47], [-5.34, -4.26, -3.39], [3.04, 3.53, -2.60], [3.05, 4.12, -1.83], [2.14, 3.20, -2.62], [-2.41, -5.20, 1.70], [-2.48, -4.54, 1.00], [-2.34, -6.05, 1.25], [-6.40, -2.28, -6.18], [-6.25, -1.65, -6.89], [-7.34, -2.21, -5.99], [5.12, 0.49, 3.02], [5.37, 0.07, 2.19], [5.83, 0.22, 3.62], [-6.56, 0.03, -0.61], [-7.25, 0.34, -0.02], [-6.92, -0.77, -1.02], [-2.79, -0.52, 5.31], [-2.54, -1.43, 5.52], [-1.96, -0.07, 5.14], [-7.83, 0.89, -3.38], [-7.46, 0.87, -2.49], [-7.09, 1.09, -3.95], [0.16, 0.42, -3.70], [0.29, 0.81, -2.83], [0.92, 0.69, -4.22], [2.91, 0.94, -5.21], [3.11, 1.38, -4.38], [3.63, 1.19, -5.79], [1.20, -1.31, -6.73], [0.96, -1.64, -5.86], [1.87, -0.64, -6.54], [6.90, 1.60, 0.68], [6.41, 2.09, 1.35], [7.10, 2.23, -0.03], [-2.10, -7.76, 0.28], [-1.69, -8.59, 0.52], [-1.83, -7.60, -0.63]],
  "lowdin_charge": [-0.053, -0.167, -0.037, -0.173, -0.064, -0.062, -0.259, -0.072, -0.066, -0.050, -0.049, -0.027, 0.086, 0.043, 0.100, -0.046, -0.265, -0.009, -0.030, -0.037, -0.099, 0.155, -0.073, 0.030, 0.058, 0.084, 0.098, 0.109, 0.131, 0.118, 0.136, 0.120, 0.115, 0.078, 0.079, 0.125, 0.160, 0.111, 0.110, 0.119, 0.120, 0.092, 0.089, 0.112, -0.040, -0.002, 0.038, -0.058, 0.008, 0.044, -0.036, -0.003, 0.023, -0.065, -0.009, -0.008, -0.046, 0.046, 0.049, -0.054, 0.039, 0.057, -0.051, 0.058, 0.059, -0.042, 0.043, 0.002, -0.062, -0.007, 0.034, -0.037, -0.009, 0.003, -0.042, 0.028, 0.062, -0.056, 0.029, -0.002, -0.050, 0.007, 0.039, -0.041, 0.055, 0.051],
  "charge": 1,
  "homo_energy_ev": -11.5383,
  "e_lumo_ev": -3.82,
  "homo_lumo_gap_ev": 7.7143,
  "total_energy_ha": -2128.561148
}



{
  "formula": "C46H39N3O2P2Rh",
  "method": "ωB97M-V with the def2-TZVPD basis set",
  "symbols": ["Rh", "O", "C", "C", "C", "C", "C", "C", "C", "N", "N", "C", "O", "C", "C", "C", "C", "C", "C", "H", "H", "H", "H", "H", "H", "H", "H", "H", "H", "C", "N", "C", "P", "C", "C", "C", "C", "C", "C", "C", "C", "C", "C", "C", "C", "C", "C", "C", "C", "C", "C", "P", "C", "C", "C", "C", "C", "C", "C", "C", "C", "C", "C", "C", "H", "H", "H", "H", "H", "H", "H", "H", "H", "H", "H", "H", "H", "H", "H", "H", "H", "H", "H", "H", "H", "H", "H", "H", "H", "H", "H", "H", "H"],
  "coordinates": [[0.94, -0.63, 1.06], [-0.69, -0.06, 1.98], [-0.70, 0.59, 3.11], [-1.98, 0.85, 3.66], [-2.13, 1.54, 4.83], [-1.02, 2.03, 5.54], [0.23, 1.80, 5.04], [0.43, 1.08, 3.84], [1.78, 0.94, 3.40], [2.12, 0.19, 2.41], [3.37, 0.45, 1.77], [3.71, -0.67, 0.97], [2.81, -1.35, 0.45], [5.12, -0.91, 0.69], [5.45, -1.83, -0.31], [6.78, -2.08, -0.59], [7.78, -1.41, 0.12], [7.44, -0.50, 1.12], [6.11, -0.25, 1.41], [-2.83, 0.47, 3.11], [-3.13, 1.71, 5.22], [-1.16, 2.58, 6.46], [1.10, 2.18, 5.56], [2.56, 1.49, 3.91], [4.67, -2.34, -0.86], [7.06, -2.78, -1.36], [8.82, -1.60, -0.10], [8.22, 0.00, 1.67], [5.83, 0.44, 2.19], [-0.32, -1.21, -2.31], [-1.09, -0.06, -2.66], [-0.54, 1.24, -2.33], [-1.07, 1.86, -0.64], [0.55, 2.18, 0.16], [0.74, 3.31, 0.85], [1.98, 3.63, 1.54], [3.03, 2.82, 1.48], [2.99, 1.51, 0.76], [1.60, 1.12, 0.12], [-1.62, 3.55, -1.03], [-0.90, 4.43, -1.84], [-1.40, 5.69, -2.13], [-2.63, 6.09, -1.61], [-3.35, 5.23, -0.80], [-2.85, 3.96, -0.51], [-2.46, -0.17, -2.93], [-3.28, 0.96, -2.96], [-4.64, 0.85, -3.23], [-5.22, -0.38, -3.47], [-4.42, -1.51, -3.45], [-3.06, -1.41, -3.18], [-0.35, -1.83, -0.53], [0.38, -3.49, -0.79], [1.34, -4.00, 0.07], [1.85, -5.28, -0.11], [1.40, -6.06, -1.16], [0.42, -5.57, -2.02], [-0.09, -4.30, -1.83], [-2.05, -2.20, -0.01], [-2.41, -3.50, 0.38], [-3.69, -3.76, 0.83], [-4.63, -2.74, 0.91], [-4.27, -1.45, 0.55], [-2.99, -1.18, 0.11], [0.74, -1.00, -2.48], [-0.56, -2.04, -2.95], [-0.86, 1.97, -3.08], [0.54, 1.17, -2.41], [-0.05, 4.06, 0.87], [2.05, 4.57, 2.07], [3.97, 3.06, 1.97], [3.77, 1.51, -0.01], [1.77, 0.75, -0.89], [0.06, 4.13, -2.24], [-0.84, 6.36, -2.77], [-3.01, 7.07, -1.84], [-4.30, 5.54, -0.39], [-3.42, 3.29, 0.12], [-2.88, 1.95, -2.78], [-5.24, 1.76, -3.25], [-6.28, -0.46, -3.68], [-4.85, -2.48, -3.63], [-2.49, -2.33, -3.14], [1.70, -3.41, 0.90], [2.59, -5.66, 0.57], [1.79, -7.06, -1.30], [0.05, -6.19, -2.83], [-0.88, -3.96, -2.48], [-1.69, -4.30, 0.33], [-3.96, -4.77, 1.13], [-5.63, -2.95, 1.25], [-5.00, -0.65, 0.60], [-2.72, -0.16, -0.15]],
  "lowdin_charge": [0.958, -0.232, -0.307, 0.001, -0.053, -0.079, -0.039, -0.133, -0.037, -0.082, -0.005, -0.328, -0.039, -0.146, 0.003, -0.050, -0.045, -0.052, -0.005, 0.117, 0.113, 0.107, 0.116, 0.146, 0.123, 0.114, 0.115, 0.114, 0.116, -0.273, -0.181, -0.294, 1.115, -0.372, -0.077, -0.055, -0.058, -0.209, -0.178, -0.424, -0.100, -0.071, -0.074, -0.074, -0.104, -0.239, -0.038, -0.074, -0.093, -0.077, -0.036, 1.052, -0.370, -0.102, -0.067, -0.066, -0.061, -0.095, -0.339, -0.078, -0.069, -0.069, -0.065, -0.118, 0.101, 0.069, 0.091, 0.084, 0.106, 0.116, 0.118, 0.157, 0.080, 0.112, 0.108, 0.108, 0.107, 0.101, 0.079, 0.108, 0.103, 0.108, 0.089, 0.079, 0.109, 0.110, 0.112, 0.097, 0.099, 0.108, 0.108, 0.110, 0.040],
  "charge": 1,
  "homo_energy_ev": -9.6290,
  "e_lumo_ev": -3.46,
  "homo_lumo_gap_ev": 6.1675,
  "relative_energy_kcal_mol": 6.4,
  "total_energy_ha": -2884.086193
}